Formula: C2H4O4
Source: the Open Molecules 2025 dataset
Level of theory: ωB97M-V with the def2-TZVPD basis set

Summary:
ΔE to the lowest compared entry with this formula, charge and spin	598.9	kJ/mol
calculated total energy	-10323.1921	eV
Kohn-Sham gap	10.40	eV
largest force on an atom	3.191	eV Å⁻¹

Structure (ORCA input):
```
! RIJCOSX wB97M-V def2-TZVPD def2/J DEFGRID3
* xyz 0 1
O 0.55 2.45 2.26
H -1.31 -0.93 -0.51
O -0.34 1.50 2.58
O 1.37 0.10 1.01
C 0.22 0.17 0.59
O -0.84 0.71 1.21
H 0.51 -0.98 -1.24
H -0.47 0.54 -1.23
H 1.47 1.93 2.02
C -0.35 -0.42 -0.68
*
```

Formula: C2H4O4
Source: the Open Molecules 2025 dataset
Level of theory: ωB97M-V with the def2-TZVPD basis set

Summary:
ΔE to the lowest compared entry with this formula, charge and spin	370.7	kJ/mol
calculated total energy	-10325.5573	eV
Kohn-Sham gap	10.34	eV
largest force on an atom	4.086	eV Å⁻¹

Structure (ORCA input):
```
! RIJCOSX wB97M-V def2-TZVPD def2/J DEFGRID3
* xyz 0 1
C -1.68 -0.24 -0.14
H 3.56 -0.59 0.09
H -3.45 0.43 0.34
O -1.36 1.06 0.06
O -2.90 -0.40 0.09
O 3.02 0.31 -0.02
H 0.35 -0.93 0.08
O 1.34 -1.01 0.02
H -0.45 1.14 -0.23
C 1.77 0.27 -0.09
*
```

Formula: C2H4O4
Source: the Open Molecules 2025 dataset
Level of theory: ωB97M-V with the def2-TZVPD basis set

Summary:
ΔE to the lowest compared entry with this formula, charge and spin	630.8	kJ/mol
calculated total energy	-10317.0704	eV
Kohn-Sham gap (spin up / spin down)	6.15 / 7.94	eV
largest force on an atom	12.460	eV Å⁻¹

Structure (ORCA input):
```
! RIJCOSX wB97M-V def2-TZVPD def2/J DEFGRID3
* xyz 0 3
O -0.40 -1.25 0.41
H -0.13 -0.40 2.08
C -0.53 -0.14 -1.74
O 0.29 1.08 0.17
O 1.25 0.79 1.23
H 1.86 1.41 1.18
O -0.79 -0.94 1.75
H -0.30 0.63 -2.41
C -0.28 -0.21 -0.45
H -0.96 -0.98 -2.23
*
```

Formula: C2H4O4P
Source: the Open Molecules 2025 dataset
Level of theory: ωB97M-V with the def2-TZVPD basis set

Summary:
ΔE to the lowest compared entry with this formula, charge and spin	252.2	kJ/mol
calculated total energy	-19618.9083	eV
SMILES	O=C([O-])[C@H](O)PO
Kohn-Sham gap	8.90	eV
largest force on an atom	3.006	eV Å⁻¹

Structure (ORCA input):
```
! RIJCOSX wB97M-V def2-TZVPD def2/J DEFGRID3
* xyz -1 1
H 1.78 1.41 1.07
H -1.17 -1.54 1.30
C 0.01 0.56 0.30
H -0.19 1.38 -0.35
C 0.93 -0.29 -0.60
O 2.14 -0.05 -0.37
O -2.00 -0.80 -0.79
P -1.69 -0.22 0.76
O 0.40 -0.85 -1.57
H -1.06 -0.90 -1.25
O 0.85 1.30 1.48
*
```

Formula: C2H4O4P
Source: the Open Molecules 2025 dataset
Level of theory: ωB97M-V with the def2-TZVPD basis set

Summary:
ΔE to the lowest compared entry with this formula, charge and spin	457.0	kJ/mol
calculated total energy	-19616.7853	eV
SMILES	[O-][C@]1(O)O[C@H]1PO
Kohn-Sham gap	6.81	eV
largest force on an atom	3.757	eV Å⁻¹

Structure (ORCA input):
```
! RIJCOSX wB97M-V def2-TZVPD def2/J DEFGRID3
* xyz -1 1
H -3.01 0.88 -0.24
O 2.38 0.06 0.74
O -2.25 0.67 0.28
H -1.10 -1.01 0.75
H 1.10 -1.91 0.24
C 0.21 0.70 -0.10
P -1.18 -0.39 -0.42
O 1.10 0.83 -1.16
C 1.48 -0.03 -0.06
H 0.02 1.59 0.55
O 1.25 -1.38 -0.56
*
```

Formula: C2H4OP2
Source: the Open Molecules 2025 dataset
Level of theory: ωB97M-V with the def2-TZVPD basis set

Summary:
ΔE to the lowest compared entry with this formula, charge and spin	5.9	kJ/mol
calculated total energy	-22761.9983	eV
Kohn-Sham gap	8.16	eV
largest force on an atom	4.225	eV Å⁻¹

Structure (ORCA input):
```
! RIJCOSX wB97M-V def2-TZVPD def2/J DEFGRID3
* xyz 0 1
C -0.09 0.50 -0.74
P -1.05 -1.16 -1.22
H 0.75 0.49 -1.39
O 0.97 -0.78 0.85
H -0.69 0.46 1.28
H -0.86 1.18 -1.02
P -0.23 -2.27 0.35
H 0.91 1.19 1.19
C 0.29 0.41 0.69
*
```

Formula: C2H4OP2
Source: the Open Molecules 2025 dataset
Level of theory: ωB97M-V with the def2-TZVPD basis set

Summary:
ΔE to the lowest compared entry with this formula, charge and spin	148.2	kJ/mol
calculated total energy	-22760.5232	eV
Kohn-Sham gap (spin up / spin down)	7.50 / 7.49	eV
largest force on an atom	2.885	eV Å⁻¹

Structure (ORCA input):
```
! RIJCOSX wB97M-V def2-TZVPD def2/J DEFGRID3
* xyz 0 1
O -0.34 -1.59 -0.36
C 0.56 -0.71 0.09
H 1.01 -1.12 1.02
H -0.68 0.54 1.36
P -1.72 -0.03 -1.94
H 0.80 1.34 0.79
C 0.00 0.65 0.51
P -1.03 1.48 -0.83
H 1.40 -0.55 -0.63
*
```

Formula: C2H4OS
Source: the Open Molecules 2025 dataset
Level of theory: ωB97M-V with the def2-TZVPD basis set

Summary:
ΔE to the lowest compared entry with this formula, charge and spin	187.1	kJ/mol
calculated total energy	-15019.5269	eV
SMILES	S[C@H]1CO1
Kohn-Sham gap	10.39	eV
largest force on an atom	2.721	eV Å⁻¹

Structure (ORCA input):
```
! RIJCOSX wB97M-V def2-TZVPD def2/J DEFGRID3
* xyz 0 1
C -0.80 0.15 -0.61
C 0.02 0.17 0.55
S 1.75 0.17 -0.04
O -0.75 -1.00 0.40
H -0.12 0.81 1.42
H -0.43 -0.01 -1.59
H -1.73 0.68 -0.56
H 2.06 -0.98 0.43
*
```

Formula: C2H4OS
Source: the Open Molecules 2025 dataset
Level of theory: ωB97M-V with the def2-TZVPD basis set

Summary:
ΔE to the lowest compared entry with this formula, charge and spin	313.7	kJ/mol
calculated total energy	-15018.2142	eV
Kohn-Sham gap (spin up / spin down)	8.37 / 7.72	eV
largest force on an atom	2.863	eV Å⁻¹

Structure (ORCA input):
```
! RIJCOSX wB97M-V def2-TZVPD def2/J DEFGRID3
* xyz 0 1
C -0.27 0.32 0.67
H -1.24 0.34 -1.44
H -0.43 -0.44 1.59
C -0.80 -0.20 -0.60
H -0.22 -1.12 -0.90
S 1.45 0.52 -0.03
H -0.58 1.37 0.88
O 2.09 -0.78 -0.18
*
```

Formula: C2H4OS
Source: the Open Molecules 2025 dataset
Level of theory: ωB97M-V with the def2-TZVPD basis set

Summary:
ΔE to the lowest compared entry with this formula, charge and spin	146.2	kJ/mol
calculated total energy	-15019.9502	eV
SMILES	OCC=S
Kohn-Sham gap	8.48	eV
largest force on an atom	5.201	eV Å⁻¹

Structure (ORCA input):
```
! RIJCOSX wB97M-V def2-TZVPD def2/J DEFGRID3
* xyz 0 1
H 0.18 -0.38 1.32
O -1.44 0.33 0.23
C -0.33 -0.40 0.33
H -1.26 1.28 0.59
H -0.62 -1.37 0.02
H 1.04 -0.76 -1.32
C 0.76 -0.02 -0.60
S 1.66 1.32 -0.56
*
```

Formula: C2H4OS
Source: the Open Molecules 2025 dataset
Level of theory: ωB97M-V with the def2-TZVPD basis set

Summary:
ΔE to the lowest compared entry with this formula, charge and spin	408.4	kJ/mol
calculated total energy	-15017.2332	eV
Kohn-Sham gap (spin up / spin down)	7.72 / 7.69	eV
largest force on an atom	4.202	eV Å⁻¹

Structure (ORCA input):
```
! RIJCOSX wB97M-V def2-TZVPD def2/J DEFGRID3
* xyz 0 1
S -1.77 -0.52 -0.52
H 1.82 1.77 0.47
C 0.88 1.46 0.04
H -1.11 -2.30 0.54
H 1.02 -0.80 -0.02
C 0.69 0.22 -0.27
H 0.17 2.30 -0.05
O -1.69 -2.13 -0.20
*
```

Formula: C2H4OS
Source: the Open Molecules 2025 dataset
Level of theory: ωB97M-V with the def2-TZVPD basis set

Summary:
ΔE to the lowest compared entry with this formula, charge and spin	96.2	kJ/mol
calculated total energy	-15020.4686	eV
SMILES	O=CCS
Kohn-Sham gap	9.86	eV
largest force on an atom	3.174	eV Å⁻¹

Structure (ORCA input):
```
! RIJCOSX wB97M-V def2-TZVPD def2/J DEFGRID3
* xyz 0 1
H -0.21 0.13 1.93
O -0.54 -1.64 -1.01
C -0.04 0.58 -0.33
H 0.90 1.23 -0.07
H -0.55 1.12 -1.08
S -1.15 0.63 1.20
C 0.29 -0.91 -0.54
H 1.30 -1.13 -0.09
*
```

- The lowest ΔE to the lowest compared entry with this formula, charge and spin belongs to which entry?
  number 6